This record from OMol25 describes 7 unconnected molecules or ions with the total composition C28H55IN2O8P at a distorted geometry. The level of theory is wB97M-V/def2-TZVPD.

Element x y z (Å)
C: -0.74718 1.21666 3.51049
P: 0.79180 0.30233 3.95171
C: 0.43277 -0.29890 5.66335
C: 0.73128 -1.11165 2.74410
C: 0.28925 -2.51391 3.12207
C: 1.28786 -3.46121 3.87520
C: 2.32071 -2.81580 4.79991
O: 1.91134 -3.00478 6.15583
C: 0.29037 -3.08902 1.66820
C: 1.62142 -2.51274 1.25265
N: 2.37481 -3.15784 0.34535
N: 1.90391 -1.41654 1.87150
C: 3.13998 -0.64776 1.72170
C: 3.35531 -0.21031 0.27510
O: 3.87231 -0.86283 -0.51380
I: 2.66845 1.74836 -0.31460
H: -0.69313 1.61807 2.51081
H: -1.55688 0.48044 3.51883
H: -0.98877 1.95194 4.26364
H: 0.04205 -1.30919 5.69716
H: -0.32269 0.35560 6.08362
H: 1.32087 -0.22947 6.27175
H: -0.01617 -0.77568 2.02012
H: -0.63451 -2.60400 3.66735
H: 1.81243 -4.13948 3.20843
H: 0.68647 -4.09237 4.51726
H: 3.27195 -3.33972 4.69614
H: 2.52628 -1.76335 4.58555
H: 2.17395 -2.21573 6.64371
H: -0.52378 -2.59245 1.12855
H: 0.19590 -4.15715 1.55094
H: 1.99906 -3.06729 -0.59982
H: 3.35532 -2.89726 0.38153
H: 3.10533 0.22854 2.35987
H: 3.97086 -1.25339 2.07155
C: 1.08447 5.75241 3.06865
C: 0.84176 4.81084 1.91707
O: 0.51514 3.65535 2.10346
C: 1.01894 5.36971 0.53278
H: 0.92210 5.22728 4.00831
H: 2.11195 6.11835 3.04092
H: 0.39479 6.59564 3.00899
H: 2.04449 5.72078 0.39832
H: 0.32434 6.19920 0.37611
H: 0.81147 4.59163 -0.20177
C: -0.31149 9.73404 -1.48696
C: -0.86873 9.13529 -0.22080
O: -0.67404 7.97409 0.06779
C: -1.67889 10.04286 0.67001
H: 0.24668 8.97528 -2.03141
H: -1.12476 10.09496 -2.11803
H: 0.35756 10.56136 -1.24523
H: -2.54911 10.41668 0.12880
H: -1.06718 10.88306 1.00196
H: -2.01810 9.48700 1.54168
C: -1.89057 -5.11033 0.11129
C: -2.00690 -3.60850 0.00706
O: -2.24219 -2.92780 0.98774
C: -1.80895 -3.00897 -1.35329
H: -2.05129 -5.41765 1.14384
H: -2.64192 -5.58627 -0.51985
H: -0.89531 -5.42986 -0.20489
H: -2.55301 -3.39984 -2.05583
H: -0.80192 -3.24381 -1.70069
H: -1.91822 -1.92641 -1.28968
C: 3.22990 -2.93160 -3.41097
C: 2.16059 -3.96310 -3.17467
O: 1.10397 -3.63538 -2.67366
C: 2.45834 -5.38974 -3.55454
H: 2.86142 -1.96005 -3.08589
H: 4.11186 -3.19092 -2.82119
H: 3.50318 -2.87123 -4.46473
H: 3.32429 -5.75119 -2.99760
H: 2.65957 -5.45639 -4.62443
H: 1.59991 -6.01485 -3.31777
C: -0.17303 2.92351 -5.43300
C: -0.35803 3.39360 -4.01007
O: -0.64198 4.53937 -3.75229
C: -0.17115 2.36505 -2.91818
H: -0.33493 3.75750 -6.11217
H: 0.84097 2.54493 -5.57318
H: -0.89179 2.13526 -5.66302
H: 0.84407 1.96663 -2.95420
H: -0.89052 1.55340 -3.04047
H: -0.33287 2.83504 -1.94908
C: -5.09151 -5.12349 -5.22054
C: -4.77930 -4.46895 -3.89909
O: -3.70514 -3.94650 -3.68973
C: -5.86220 -4.49182 -2.84866
H: -4.23119 -5.03529 -5.88045
H: -5.31507 -6.18065 -5.06967
H: -5.94698 -4.63297 -5.68703
H: -6.11828 -5.52259 -2.59882
H: -6.74955 -3.97490 -3.21617
H: -5.50856 -3.98830 -1.95066

Properties
E_tot = -66670.3143 eV
E_LUMO = -2.53 eV
net charge = +1
energy above the lowest of the compared OMol25 structures with the same formula, charge and spin = 0.000 eV
E_HOMO = -10.9 eV
2S+1 = 1

Per-atom Mulliken charges, elementary charge units: -1.304 0.253 -1.206 -0.858 0.434 -1.039 -0.597 -0.580 -1.206 0.409 -0.359 0.476 -0.730 -0.074 -0.430 0.125 0.287 0.463 0.482 0.434 0.453 0.249 0.303 0.657 0.462 0.557 0.262 0.332 0.344 0.027 0.355 0.186 0.348 0.687 0.380 -1.203 0.739 -0.399 -0.170 0.295 0.338 0.310 0.331 0.093 -0.224 -1.086 0.763 -0.552 -1.114 0.275 0.339 0.336 0.336 0.340 0.283 -1.346 1.485 -0.633 -0.291 0.402 0.374 0.270 0.096 -0.203 0.373 -1.057 0.857 -0.555 -1.264 0.223 0.304 0.439 0.329 0.368 0.320 -1.119 0.768 -0.541 -0.702 0.304 0.315 0.322 0.154 0.326 0.143 -1.146 0.843 -0.582 -1.085 0.304 0.336 0.338 0.336 0.364 0.220

=====

This record from OMol25 describes a molecular structure, C28H55O2PdSi4Te at a distorted geometry. The level of theory is wB97M-V/def2-TZVPD.

Element x y z (Å)
O: 0.55631 0.30239 -8.29006
C: 0.35729 1.62069 -8.92108
C: 0.10717 1.04389 -10.33008
H: 1.26096 2.24584 -8.83990
H: -0.50983 2.13895 -8.48206
C: 0.33675 -0.32742 -9.59313
H: 0.87987 1.29288 -11.07247
H: -0.91607 1.18554 -10.70940
C: 1.57343 -1.08300 -10.06992
H: 2.44663 -0.41622 -10.08389
H: 1.42794 -1.49702 -11.08360
H: 1.77413 -1.92078 -9.38457
C: -0.89247 -1.22952 -9.56790
H: -1.77247 -0.66358 -9.23135
H: -0.71582 -2.06392 -8.87145
H: -1.10384 -1.65324 -10.56530
Pd: -0.00219 0.00936 -0.68960
C: -2.05480 -0.54274 0.96034
C: -1.88434 0.93382 1.12632
C: -1.83741 1.52294 -0.21091
H: -1.52837 1.52230 2.06315
C: -2.20748 0.52590 -1.12731
C: -2.28942 -0.73659 -0.47058
H: -2.58336 -1.70203 -0.90926
H: -2.01268 -1.32590 1.74158
H: -1.64856 2.63263 -0.38042
H: -2.48361 0.71544 -2.18205
C: 1.21862 -1.63377 1.26109
C: 0.30376 -2.31129 0.33213
C: 0.84550 -2.10945 -0.99434
H: -0.56958 -2.89546 0.62694
C: 1.96376 -1.21091 -0.91443
C: 2.20655 -0.85406 0.46141
H: 2.90886 -0.11791 0.86691
H: 1.11114 -1.60279 2.37337
H: 0.49185 -2.63789 -1.88896
H: 2.63001 -0.90034 -1.74899
O: 0.34465 0.59915 -2.53091
C: -0.07155 -0.31708 -3.58750
C: -0.36135 0.61237 -4.73776
H: -0.92250 -0.91158 -3.22640
H: 0.80846 -0.94535 -3.75880
C: 0.55957 1.81411 -4.47206
H: -1.40903 0.93586 -4.69082
H: -0.18358 0.12371 -5.69505
C: 0.50212 1.97791 -2.97006
H: 0.24484 2.71786 -4.99204
H: 1.58102 1.56238 -4.78684
H: -0.38971 2.53959 -2.65745
H: 1.41229 2.36661 -2.49856
C: 3.41953 0.14426 4.19994
Si: 1.94120 1.10325 4.79142
C: 1.99469 1.28849 6.63993
C: 1.95346 2.76379 3.94695
Si: -0.03835 -0.01801 4.39834
Te: 0.20096 0.38395 1.93884
Si: -0.01251 -2.22293 4.94160
C: -0.07983 -2.26159 6.80119
C: -1.49230 -3.08885 4.21866
C: 1.51472 -3.15634 4.41527
Si: -1.89473 1.14536 4.97221
C: -1.97414 1.08706 6.82937
C: -1.82627 2.93682 4.46559
C: -3.43117 0.35852 4.27593
H: 4.29902 0.74739 4.45990
H: 3.39516 0.00024 3.11597
H: 3.49316 -0.82394 4.70209
H: 2.93454 1.80064 6.87025
H: 1.15907 1.89340 6.99916
H: 1.98882 0.31282 7.13282
H: 1.91736 2.64793 2.85913
H: 1.12369 3.39378 4.27520
H: 2.90068 3.24258 4.22242
H: -1.00331 -1.81749 7.17784
H: -0.05062 -3.31911 7.08703
H: 0.78426 -1.75173 7.23685
H: -1.44411 -3.10460 3.12615
H: -1.45795 -4.12257 4.58394
H: -2.42822 -2.62580 4.54276
H: 1.62048 -3.20395 3.32825
H: 2.41567 -2.72300 4.85635
H: 1.39004 -4.17672 4.80087
H: -1.08649 1.53505 7.28257
H: -2.85565 1.67412 7.11054
H: -2.10119 0.06400 7.18858
H: -1.76986 3.07078 3.38323
H: -2.75884 3.38889 4.82568
H: -0.98281 3.44230 4.94376
H: -3.45181 0.39378 3.18342
H: -3.53379 -0.67679 4.61192
H: -4.27600 0.94193 4.66205

Properties
E_tot = -76293.8698 eV
E_LUMO (alpha / beta) = -2.29 / -4.26 eV
net charge = +1
energy above the lowest of the compared OMol25 structures with the same formula, charge and spin = 2.465 eV
E_HOMO (alpha / beta) = -8.0 / -10.3 eV
2S+1 = 5

Per-atom Mulliken charges, elementary charge units: -0.390 -0.437 -0.810 0.288 0.251 1.506 0.302 0.298 -1.578 0.378 0.371 0.353 -1.623 0.365 0.350 0.385 0.301 0.148 1.025 -0.923 -1.125 -0.770 -0.958 0.453 0.742 0.316 0.448 0.694 -0.286 -0.875 0.608 -0.971 -0.712 0.323 -0.079 0.522 0.454 -0.094 -0.527 -0.546 0.213 0.407 -0.725 0.226 0.317 -0.410 0.405 0.256 0.198 0.344 -0.863 0.678 -1.037 -0.887 0.024 -0.311 0.898 -1.165 -1.059 -1.163 1.062 -1.214 -1.123 -0.956 0.443 0.107 0.239 0.436 0.244 0.274 0.186 0.253 0.449 0.301 0.427 0.275 0.160 0.472 0.301 0.409 0.298 0.423 0.252 0.403 0.282 0.349 0.392 0.303 0.293 0.294 0.444